{
  "formula": "C27H50BMgN6P2S",
  "method": "wB97M-V/def2-TZVPD",
  "elements": ["Mg", "C", "C", "C", "C", "P", "C", "N", "B", "N", "C", "P", "C", "C", "C", "C", "C", "C", "C", "C", "C", "C", "C", "C", "C", "C", "C", "C", "C", "C", "H", "H", "H", "H", "H", "H", "H", "H", "H", "H", "H", "H", "H", "H", "H", "H", "H", "H", "H", "H", "H", "H", "H", "H", "H", "H", "H", "H", "H", "H", "H", "H", "H", "H", "H", "H", "H", "H", "H", "H", "H", "H", "H", "H", "C", "C", "N", "N", "C", "S", "N", "N", "H", "H", "H", "H", "H", "H"],
  "positions_angstrom": [[12.622, 12.738, 8.444], [14.922, 14.360, 10.156], [15.908, 14.210, 8.910], [16.780, 15.432, 8.711], [16.857, 12.976, 8.977], [14.599, 14.063, 7.603], [13.872, 15.757, 7.522], [12.439, 15.672, 7.455], [11.538, 14.588, 7.797], [10.222, 15.018, 7.408], [8.869, 14.379, 7.506], [8.919, 12.685, 8.200], [8.302, 12.936, 9.958], [8.598, 11.628, 10.696], [6.855, 13.262, 10.065], [9.129, 14.054, 10.627], [7.596, 11.811, 7.190], [7.349, 10.392, 7.660], [6.262, 12.497, 7.153], [8.248, 11.808, 5.691], [10.303, 16.397, 6.970], [9.386, 17.353, 6.643], [9.832, 18.578, 6.151], [11.215, 18.878, 6.184], [12.155, 18.000, 6.586], [11.716, 16.747, 7.071], [15.192, 13.622, 5.920], [14.124, 14.028, 4.924], [16.636, 14.207, 5.699], [15.421, 12.093, 5.815], [15.367, 15.106, 10.865], [14.925, 13.431, 10.701], [13.871, 14.741, 10.091], [17.575, 15.446, 9.494], [16.256, 16.389, 8.775], [17.313, 15.356, 7.772], [17.419, 12.940, 9.933], [17.602, 13.088, 8.136], [16.330, 11.939, 8.996], [14.276, 16.359, 6.676], [14.203, 16.312, 8.400], [8.410, 14.317, 6.500], [8.287, 15.046, 8.085], [8.046, 10.709, 10.284], [8.345, 11.719, 11.746], [9.651, 11.516, 10.657], [6.239, 12.384, 9.612], [6.489, 14.189, 9.561], [6.498, 13.377, 11.101], [10.176, 13.960, 10.492], [8.937, 14.080, 11.688], [8.871, 14.999, 10.190], [6.912, 10.471, 8.688], [8.169, 9.746, 7.674], [6.571, 9.878, 7.056], [5.535, 12.103, 7.875], [5.794, 12.351, 6.219], [6.373, 13.616, 7.266], [9.247, 11.289, 5.703], [8.303, 12.787, 5.297], [7.613, 11.219, 4.998], [8.329, 17.232, 6.772], [9.161, 19.345, 5.910], [11.469, 19.921, 5.990], [13.157, 18.410, 6.643], [13.837, 15.088, 4.977], [13.155, 13.596, 5.319], [14.249, 13.679, 3.868], [16.535, 15.278, 5.501], [17.167, 13.821, 4.844], [17.283, 14.143, 6.579], [14.566, 11.617, 6.254], [16.358, 11.903, 6.474], [15.617, 11.840, 4.768], [10.768, 7.997, 6.875], [11.177, 8.560, 8.141], [11.300, 7.905, 9.287], [11.794, 8.780, 10.207], [12.107, 9.943, 9.625], [13.103, 11.201, 10.204], [11.688, 9.806, 8.318], [11.782, 10.851, 7.364], [10.261, 7.071, 7.134], [11.519, 7.901, 6.088], [9.929, 8.619, 6.525], [11.967, 8.490, 11.143], [12.317, 10.442, 6.597], [10.821, 11.203, 7.165]],
  "total_charge": 1,
  "total_energy_ev": -73280.2319
}



{
  "formula": "C27H50N4O3S3Si3Tl",
  "method": "wB97M-V/def2-TZVPD",
  "elements": ["Tl", "C", "C", "N", "C", "C", "S", "C", "C", "S", "C", "N", "C", "H", "H", "H", "H", "H", "H", "H", "H", "C", "O", "C", "C", "O", "C", "H", "H", "H", "H", "H", "H", "H", "H", "H", "H", "C", "O", "Si", "C", "C", "C", "Si", "C", "C", "C", "Si", "C", "C", "C", "H", "H", "H", "H", "H", "H", "H", "H", "H", "H", "H", "H", "H", "H", "H", "H", "H", "H", "H", "H", "H", "H", "H", "H", "H", "H", "H", "C", "C", "C", "C", "N", "C", "S", "N", "H", "H", "H", "H", "H"],
  "positions_angstrom": [[-0.590, -0.064, 0.468], [-0.956, -2.261, 4.411], [-1.620, -0.918, 4.177], [-2.462, -0.684, 3.132], [-2.988, 0.600, 3.184], [-2.603, 1.349, 4.316], [-1.461, 0.477, 5.222], [-3.786, 1.138, 2.126], [-4.490, 2.373, 2.207], [-5.210, 2.811, 0.737], [-4.545, 1.321, 0.040], [-3.822, 0.568, 0.821], [-4.750, 0.817, -1.361], [-0.017, -2.337, 3.807], [-1.624, -3.092, 4.182], [-0.684, -2.233, 5.481], [-2.872, 2.398, 4.509], [-4.593, 2.941, 3.119], [-4.614, 1.651, -2.045], [-5.871, 0.542, -1.498], [-4.088, -0.014, -1.596], [0.763, -2.367, -3.132], [-0.344, -1.461, -2.858], [-1.642, -2.100, -2.956], [-1.999, -2.912, -1.730], [-2.768, -2.176, -0.777], [-2.953, -2.994, 0.396], [0.422, -3.350, -3.650], [1.173, -2.631, -2.146], [1.506, -1.920, -3.856], [-1.605, -2.776, -3.825], [-2.352, -1.265, -3.236], [-1.141, -3.352, -1.162], [-2.638, -3.743, -2.053], [-3.855, -3.609, 0.140], [-3.157, -2.330, 1.275], [-2.084, -3.625, 0.621], [3.798, -0.330, 0.950], [2.774, 0.600, 0.524], [2.749, 1.670, -0.777], [4.340, 2.747, -0.573], [3.002, 0.595, -2.338], [1.059, 2.498, -0.645], [0.093, 3.191, -2.133], [0.698, 4.798, -2.970], [-1.756, 3.362, -1.796], [0.186, 1.983, -3.529], [0.739, 3.391, 1.002], [1.297, 2.574, 2.654], [-1.120, 3.742, 1.405], [1.795, 5.057, 1.131], [4.229, 0.060, 1.863], [4.549, -0.461, 0.159], [3.270, -1.248, 1.245], [5.250, 2.303, -1.000], [4.527, 2.908, 0.515], [4.131, 3.700, -1.073], [3.755, -0.202, -2.211], [3.283, 1.213, -3.188], [1.984, 0.150, -2.471], [0.249, 5.757, -2.553], [0.544, 4.866, -4.088], [1.786, 4.896, -2.830], [-2.036, 4.244, -1.174], [-2.126, 2.471, -1.339], [-2.241, 3.447, -2.818], [0.068, 0.927, -3.136], [1.204, 2.265, -3.813], [-0.442, 2.325, -4.341], [1.259, 1.489, 2.613], [0.709, 2.854, 3.491], [2.347, 2.822, 2.907], [-1.833, 3.066, 0.858], [-1.249, 4.883, 1.223], [-1.246, 3.604, 2.485], [1.567, 5.809, 0.358], [2.849, 4.824, 1.248], [1.473, 5.533, 2.084], [3.814, -6.792, 1.130], [2.559, -6.067, 0.722], [1.756, -6.509, -0.325], [0.819, -5.610, -0.779], [0.596, -4.416, -0.236], [1.326, -4.094, 0.878], [1.020, -2.486, 1.629], [2.305, -4.935, 1.365], [3.719, -7.295, 2.123], [4.635, -6.129, 1.200], [4.129, -7.573, 0.423], [1.964, -7.374, -0.939], [0.163, -5.876, -1.600]],
  "total_charge": -1,
  "total_energy_ev": -101747.9024,
  "de_lowest_kj_mol": 126.7
}



{
  "formula": "C27H50N8O5",
  "method": "wB97M-V/def2-TZVPD",
  "elements": ["C", "C", "C", "N", "C", "H", "H", "H", "H", "H", "C", "C", "C", "N", "C", "H", "H", "H", "H", "H", "C", "C", "C", "N", "C", "H", "H", "H", "H", "H", "C", "N", "C", "C", "O", "H", "H", "H", "H", "H", "H", "H", "C", "N", "C", "C", "O", "H", "H", "H", "H", "H", "H", "H", "C", "N", "C", "C", "O", "H", "H", "H", "H", "H", "H", "H", "C", "N", "C", "C", "O", "H", "H", "H", "H", "H", "H", "H", "C", "N", "C", "C", "O", "H", "H", "H", "H", "H", "H", "H"],
  "positions_angstrom": [[-5.889, -6.484, 22.058], [-5.115, -6.590, 20.816], [-5.840, -5.947, 19.813], [-7.042, -5.567, 20.382], [-7.014, -5.835, 21.719], [-5.614, -6.869, 23.032], [-4.134, -7.031, 20.773], [-5.603, -5.728, 18.788], [-7.700, -4.902, 19.960], [-7.831, -5.556, 22.316], [-13.460, -9.518, 18.907], [-14.814, -9.568, 19.485], [-14.693, -8.962, 20.706], [-13.395, -8.593, 20.896], [-12.629, -8.983, 19.822], [-13.230, -9.597, 17.862], [-15.738, -9.678, 19.041], [-15.545, -8.673, 21.342], [-12.908, -8.191, 21.710], [-11.605, -8.670, 19.789], [-10.515, -4.508, 19.797], [-10.378, -5.802, 19.286], [-9.474, -5.751, 18.275], [-8.865, -4.513, 18.273], [-9.539, -3.741, 19.163], [-10.923, -4.069, 20.716], [-10.893, -6.620, 19.710], [-9.013, -6.552, 17.656], [-8.080, -4.214, 17.638], [-9.443, -2.722, 19.077], [-5.846, -1.135, 16.729], [-5.684, -2.097, 15.672], [-4.948, -1.816, 14.445], [-6.018, -3.313, 15.899], [-6.641, -3.648, 16.915], [-5.366, -0.235, 16.386], [-5.386, -1.385, 17.698], [-6.874, -0.880, 16.888], [-4.601, -0.777, 14.521], [-4.193, -2.503, 14.147], [-5.699, -1.812, 13.638], [-5.926, -4.045, 15.075], [-11.258, -3.758, 15.324], [-10.371, -2.731, 14.781], [-9.217, -3.220, 14.091], [-10.881, -1.503, 14.506], [-10.269, -0.613, 13.903], [-10.785, -4.272, 16.178], [-11.447, -4.487, 14.546], [-12.195, -3.300, 15.629], [-8.762, -2.389, 13.580], [-8.503, -3.550, 14.893], [-9.514, -4.026, 13.348], [-11.825, -1.331, 14.979], [-17.141, -6.448, 18.592], [-15.923, -6.716, 17.890], [-14.730, -6.164, 18.494], [-15.987, -7.037, 16.550], [-15.033, -7.372, 15.936], [-17.291, -5.346, 18.787], [-17.018, -6.941, 19.572], [-17.984, -6.874, 18.039], [-14.423, -5.177, 18.143], [-14.817, -6.090, 19.617], [-13.900, -6.853, 18.213], [-17.003, -6.957, 16.145], [-5.573, -1.031, 22.351], [-6.235, -1.437, 21.147], [-6.081, -2.741, 20.573], [-6.920, -0.444, 20.530], [-7.432, -0.521, 19.433], [-5.924, -0.037, 22.600], [-4.484, -0.947, 22.146], [-5.797, -1.688, 23.176], [-5.239, -2.909, 19.879], [-5.934, -3.505, 21.459], [-7.068, -2.922, 20.062], [-7.054, 0.475, 21.146], [-10.397, -1.080, 22.590], [-9.550, -1.690, 23.561], [-9.734, -3.119, 23.806], [-8.615, -0.960, 24.235], [-7.748, -1.482, 24.923], [-10.417, -0.015, 22.723], [-11.479, -1.282, 22.737], [-10.127, -1.461, 21.510], [-9.364, -3.297, 24.805], [-10.768, -3.346, 23.722], [-9.195, -3.717, 23.032], [-8.611, 0.112, 23.989]],
  "smiles": "c1cc[nH]c1.c1cc[nH]c1.c1cc[nH]c1.CN(C)C=O.CN(C)C=O.CN(C)C=O.CN(C)C=O.CN(C)C=O",
  "total_energy_ev": -50965.6333,
  "de_lowest_kj_mol": 287.6
}



{
  "formula": "C27H50OP2Sc",
  "method": "wB97M-V/def2-TZVPD",
  "elements": ["Sc", "C", "C", "C", "C", "C", "C", "H", "H", "H", "C", "H", "H", "H", "C", "H", "H", "H", "C", "H", "H", "H", "C", "H", "H", "H", "C", "C", "C", "C", "C", "C", "C", "C", "H", "H", "H", "H", "H", "H", "H", "H", "H", "H", "H", "H", "P", "C", "C", "P", "C", "C", "C", "H", "H", "H", "H", "H", "H", "H", "H", "H", "H", "H", "H", "H", "H", "C", "C", "C", "C", "O", "H", "H", "H", "H", "H", "H", "H", "H", "H"],
  "positions_angstrom": [[-0.021, -0.404, 1.922], [-0.781, -2.449, 2.891], [0.530, -2.708, 2.362], [0.737, -1.175, 4.099], [-0.643, -1.540, 3.993], [1.463, -1.896, 3.091], [-2.051, -3.106, 2.476], [-1.970, -3.508, 1.458], [-2.891, -2.394, 2.497], [-2.312, -3.940, 3.151], [-1.719, -1.096, 4.914], [-2.692, -1.464, 4.571], [-1.761, 0.002, 4.955], [-1.552, -1.465, 5.935], [1.316, -0.253, 5.112], [1.323, -0.698, 6.119], [0.733, 0.678, 5.168], [2.348, 0.005, 4.849], [2.942, -1.915, 2.957], [3.394, -2.594, 3.699], [3.371, -0.916, 3.124], [3.243, -2.260, 1.960], [0.882, -3.744, 1.358], [1.113, -4.694, 1.859], [1.765, -3.454, 0.780], [0.055, -3.928, 0.666], [-1.567, 0.831, -4.673], [-1.688, -0.497, -4.796], [-0.860, -1.394, -5.666], [0.569, -0.910, -6.030], [1.416, -0.463, -4.874], [1.477, 0.774, -4.362], [0.729, 1.968, -4.875], [-0.666, 1.706, -5.493], [-1.402, -1.593, -6.607], [0.518, -0.174, -6.846], [-0.758, -2.370, -5.166], [-0.561, 1.358, -6.530], [-2.243, 1.379, -4.004], [-2.538, -1.001, -4.309], [-1.159, 2.690, -5.555], [0.597, 2.682, -4.048], [2.234, 1.005, -3.599], [1.337, 2.492, -5.634], [1.077, -1.791, -6.458], [2.103, -1.235, -4.500], [-1.171, -0.384, -0.497], [-2.652, 0.608, -0.832], [-1.303, -1.668, -1.775], [1.703, 0.316, -0.096], [0.233, 0.666, -1.195], [2.617, -0.845, -1.170], [2.811, 1.756, -0.163], [-2.725, 1.415, -0.089], [-3.526, -0.051, -0.712], [-2.620, 1.019, -1.851], [-1.322, -1.182, -2.755], [-2.239, -2.223, -1.636], [-0.477, -2.386, -1.748], [2.878, 2.134, -1.193], [3.803, 1.418, 0.178], [2.466, 2.554, 0.512], [-0.041, 1.732, -1.171], [0.450, 0.372, -2.238], [3.620, -0.977, -0.740], [2.703, -0.437, -2.187], [2.121, -1.822, -1.210], [-1.868, 3.378, 1.871], [-0.826, 2.711, 2.770], [0.469, 3.512, 2.729], [-1.377, 2.678, 4.195], [-0.577, 1.389, 2.306], [-2.003, 4.429, 2.163], [-2.834, 2.858, 1.962], [-1.562, 3.352, 0.817], [0.273, 4.509, 3.133], [1.253, 3.033, 3.327], [0.845, 3.593, 1.702], [-2.338, 2.140, 4.209], [-0.689, 2.163, 4.879], [-1.535, 3.701, 4.565]],
  "total_charge": 1,
  "total_energy_ev": -70133.2179,
  "de_lowest_kj_mol": 0.0
}



{
  "formula": "C27H51BeNO2Si2",
  "method": "wB97M-V/def2-TZVPD",
  "elements": ["O", "O", "C", "C", "H", "H", "H", "H", "H", "C", "C", "H", "H", "H", "H", "H", "C", "C", "C", "H", "H", "H", "H", "H", "C", "H", "H", "H", "H", "H", "H", "Be", "C", "Si", "H", "H", "C", "C", "C", "C", "Si", "H", "H", "C", "C", "C", "H", "H", "H", "H", "H", "H", "H", "H", "H", "H", "H", "H", "H", "H", "H", "H", "H", "H", "C", "C", "C", "C", "N", "C", "C", "C", "C", "C", "C", "C", "H", "H", "H", "H", "H", "H", "H", "H"],
  "positions_angstrom": [[-3.896, -1.741, -1.929], [-2.735, -4.041, -1.933], [-4.952, -0.856, -1.540], [-4.497, 0.475, -0.978], [-5.521, -1.427, -0.799], [-5.597, -0.700, -2.415], [-3.594, 0.386, -0.365], [-5.304, 0.877, -0.359], [-4.323, 1.192, -1.787], [-2.976, -1.183, -2.895], [-3.333, -1.592, -4.297], [-1.981, -1.557, -2.615], [-2.958, -0.083, -2.800], [-3.213, -2.671, -4.443], [-2.654, -1.072, -4.979], [-4.364, -1.309, -4.547], [-1.779, -4.826, -2.655], [-4.032, -4.666, -1.951], [-0.489, -4.057, -2.753], [-2.161, -5.044, -3.667], [-1.628, -5.793, -2.140], [-0.641, -3.092, -3.252], [0.221, -4.635, -3.352], [-0.044, -3.879, -1.769], [-4.761, -4.490, -3.253], [-4.587, -4.216, -1.120], [-3.929, -5.745, -1.732], [-4.971, -3.431, -3.426], [-5.706, -5.035, -3.197], [-4.181, -4.892, -4.089], [-2.628, -2.498, -0.886], [-0.047, -1.180, 1.216], [-1.929, -2.311, 0.085], [-2.590, -3.571, 1.351], [-0.928, -2.524, -0.302], [-2.073, -1.253, 0.345], [-4.431, -3.232, 1.496], [-1.931, -3.559, 3.113], [-2.140, -5.324, 0.817], [-0.132, -1.062, 2.904], [0.914, 0.239, 3.762], [0.182, -2.022, 3.347], [-1.180, -0.894, 3.217], [1.160, -0.248, 5.577], [0.005, 1.889, 3.697], [2.600, 0.417, 2.943], [-1.981, -5.937, 1.716], [-1.212, -5.340, 0.233], [-2.928, -5.803, 0.227], [-4.586, -2.417, 2.220], [-4.960, -4.122, 1.868], [-4.888, -2.928, 0.547], [-2.119, -2.607, 3.621], [-0.852, -3.755, 3.133], [-2.429, -4.357, 3.688], [-1.061, 1.731, 3.484], [0.416, 2.549, 2.920], [0.087, 2.406, 4.664], [2.590, 1.202, 2.173], [2.905, -0.523, 2.463], [3.361, 0.684, 3.693], [1.446, 0.621, 6.187], [1.947, -1.010, 5.679], [0.232, -0.666, 5.994], [-0.266, 2.546, -0.241], [0.921, 2.541, -0.986], [1.651, 1.355, -1.091], [1.184, 0.210, -0.451], [0.045, 0.236, 0.304], [-0.681, 1.379, 0.398], [1.854, -1.101, -0.457], [3.005, -1.414, -1.221], [3.538, -2.708, -1.138], [2.942, -3.658, -0.302], [1.794, -3.326, 0.464], [1.265, -2.055, 0.372], [-0.870, 3.447, -0.132], [1.285, 3.446, -1.466], [2.593, 1.284, -1.635], [-1.581, 1.343, 1.013], [3.450, -0.641, -1.851], [4.421, -2.965, -1.726], [3.357, -4.667, -0.230], [1.339, -4.072, 1.119]],
  "total_energy_ev": -50569.5588,
  "de_lowest_kj_mol": 117.9
}



In order of appearance, highest occupied orbital energy = -9.521, -3.649, -8.126, -10.913, -8.210 eV.